Entry 1:
{"formula": "C13H18Cl2HfN2O2P", "method": "ωB97M-V with the def2-TZVPD basis set", "lumo_energy_ev": -12.04, "orbital_gap_ev": 5.94, "de_lowest_kcal_mol": 18.9, "total_charge": 3, "homo_ev": -17.9753, "species": ["C", "C", "H", "H", "H", "O", "Cl", "Hf", "P", "C", "C", "H", "H", "H", "C", "H", "H", "H", "H", "H", "H", "C", "O", "Cl", "N", "C", "N", "C", "C", "C", "C", "C", "C", "H", "H", "H", "H", "H", "H"], "xyz": [[-0.572, -4.104, -4.065], [-0.737, -3.115, -2.986], [-1.554, -4.474, -4.402], [0.038, -4.945, -3.681], [-0.027, -3.646, -4.914], [-1.677, -2.498, -2.525], [1.012, -2.748, -2.145], [0.267, -0.918, -0.683], [-0.318, 1.298, -1.671], [-1.720, 2.394, -1.482], [1.025, 2.495, -1.432], [0.417, -0.042, -3.583], [-0.155, 1.598, -4.021], [-1.329, 0.294, -3.640], [-0.349, 0.726, -3.391], [1.976, 1.956, -1.393], [1.019, 3.228, -2.249], [-1.635, 3.186, -2.233], [-1.683, 2.837, -0.483], [0.879, 2.996, -0.463], [-2.661, 1.857, -1.602], [-1.741, -0.075, 0.177], [-2.546, 0.411, 0.855], [2.547, -0.366, -0.740], [1.425, -1.695, 3.241], [1.122, -1.829, 1.949], [0.451, -0.754, 1.508], [0.307, 0.124, 2.610], [-0.220, 1.410, 2.728], [-0.150, 2.019, 3.996], [0.458, 1.397, 5.106], [1.027, 0.121, 4.946], [0.913, -0.474, 3.705], [1.968, -2.319, 3.839], [1.407, -2.706, 1.363], [-0.646, 1.883, 1.848], [-0.578, 3.005, 4.102], [0.496, 1.897, 6.074], [1.547, -0.425, 5.735]], "atomic_forces_ev_per_a": [[0.35, -0.43, 0.01], [-3.85, 1.26, 0.54], [0.24, 0.32, 0.23], [-0.20, 0.32, -0.25], [-0.14, -0.11, 0.35], [3.85, -1.48, -0.86], [-0.02, -0.80, -0.54], [1.45, -0.02, 2.31], [0.58, 2.68, -1.26], [-0.73, -0.37, 0.38], [0.61, -0.34, 0.10], [0.01, 0.32, -0.13], [0.02, -0.14, -0.14], [0.16, 0.23, 0.06], [-0.03, -0.50, -0.18], [-0.10, 0.49, -0.18], [-0.06, -0.12, 0.20], [0.01, -0.11, 0.04], [-0.08, 0.07, -0.12], [-0.02, -0.07, -0.29], [-0.14, 0.22, -0.09], [-4.54, 1.63, 3.78], [3.44, -2.08, -3.22], [-0.86, -0.16, -0.16], [-0.13, -0.01, -0.12], [0.50, -0.12, 1.49], [-0.36, -0.60, -1.21], [-0.01, 0.39, -0.07], [0.16, -0.13, 0.48], [-0.03, -0.39, -0.75], [0.25, -0.89, -0.55], [-0.17, 0.47, 0.53], [0.32, -0.33, -0.29], [-0.19, -0.11, -0.47], [-0.02, 0.27, 0.21], [-0.05, 0.31, 0.39], [0.02, 0.08, 0.10], [-0.01, -0.12, -0.34], [-0.21, 0.40, 0.03]], "nbo_charge": [-0.77, 0.73, 0.33, 0.31, 0.32, -0.45, -0.06, 1.75, 0.83, -0.94, -0.92, 0.26, 0.32, 0.28, -0.95, 0.27, 0.29, 0.30, 0.27, 0.28, 0.27, 0.46, -0.28, -0.29, -0.43, 0.27, -0.69, 0.14, -0.24, -0.15, -0.14, -0.17, 0.08, 0.48, 0.25, 0.20, 0.26, 0.27, 0.26]}



Entry 2:
{"formula": "C13H18Cl2N2OSc", "method": "ωB97M-V with the def2-TZVPD basis set", "lumo_energy_ev": 2.36, "orbital_gap_ev": 4.93, "de_lowest_kcal_mol": 0.0, "total_charge": -1, "homo_ev": -2.5788, "species": ["Sc", "Cl", "Cl", "C", "H", "H", "C", "C", "H", "C", "H", "C", "H", "H", "C", "H", "H", "C", "H", "H", "H", "H", "N", "C", "O", "C", "C", "C", "C", "N", "C", "H", "H", "H", "H", "H", "H"], "xyz": [[-0.791, -0.073, -0.261], [-0.255, 1.214, -2.139], [-1.470, -0.532, 1.968], [-2.261, -1.047, -1.028], [-2.866, -1.701, -0.375], [-2.587, -0.974, -2.077], [0.581, -1.789, -0.397], [-0.564, -1.992, -1.128], [0.469, -1.623, 0.700], [-0.362, -2.192, -2.691], [-1.061, -2.917, -0.762], [0.850, -3.079, -2.969], [-1.277, -2.622, -3.118], [-0.228, -1.197, -3.132], [2.106, -2.497, -2.328], [0.657, -4.074, -2.550], [0.990, -3.202, -4.048], [1.948, -2.234, -0.816], [2.948, -3.176, -2.482], [2.349, -1.550, -2.826], [2.191, -3.162, -0.271], [2.684, -1.480, -0.496], [2.206, 5.600, 3.056], [2.138, 4.429, 2.347], [3.146, 3.796, 2.051], [0.763, 3.940, 1.995], [-0.430, 4.551, 2.415], [-1.647, 3.978, 2.056], [-1.646, 2.786, 1.309], [-0.514, 2.191, 0.916], [0.661, 2.753, 1.227], [3.126, 5.971, 3.237], [1.424, 6.226, 3.172], [-0.412, 5.459, 3.020], [-2.601, 4.412, 2.346], [-2.579, 2.281, 1.052], [1.556, 2.239, 0.863]], "atomic_forces_ev_per_a": [[2.45, 4.26, 2.32], [0.35, 1.07, -0.97], [-0.43, -0.07, 1.42], [-0.58, -1.83, -1.01], [0.14, 0.18, -0.62], [-0.04, -0.37, 0.35], [2.30, 3.25, 2.20], [-4.51, -5.63, -3.73], [0.13, -1.09, -0.50], [0.07, 0.30, 1.06], [-0.51, 0.05, -0.48], [-0.22, 0.13, 0.22], [0.19, 0.05, 0.17], [0.09, -0.22, -0.06], [0.05, 0.30, 0.22], [0.01, -0.08, 0.00], [0.06, -0.03, 0.00], [0.18, 0.15, -0.17], [0.10, 0.04, -0.06], [-0.07, -0.07, 0.00], [0.11, -0.04, -0.13], [0.12, -0.31, -0.12], [0.07, 0.11, -0.01], [0.45, -0.40, -0.16], [-0.80, 0.63, 0.28], [-0.41, -0.64, -0.32], [0.18, -0.35, -0.28], [0.10, -0.47, -0.35], [0.46, 0.48, 0.46], [0.17, 0.45, 0.08], [-0.43, 0.38, 0.26], [-0.09, -0.11, -0.07], [0.17, -0.26, -0.12], [-0.10, -0.26, -0.14], [0.24, -0.01, 0.01], [0.29, 0.12, 0.05], [-0.28, 0.29, 0.20]], "nbo_charge": [0.95, -0.56, -0.59, -0.77, 0.21, 0.20, -0.58, -0.28, 0.23, -0.40, 0.15, -0.40, 0.20, 0.22, -0.39, 0.18, 0.19, -0.37, 0.18, 0.20, 0.16, 0.19, -0.83, 0.66, -0.60, -0.20, -0.14, -0.27, 0.10, -0.42, 0.12, 0.40, 0.39, 0.19, 0.22, 0.22, 0.24]}



Entry 3:
{"formula": "C13H18ClO5Ti", "method": "ωB97M-V with the def2-TZVPD basis set", "lumo_energy_ev": [-2.99, -2.81], "orbital_gap_ev": [5.93, 6.31], "de_lowest_kcal_mol": 0.2, "total_charge": 1, "homo_ev": [-8.9264, -9.1247], "species": ["Ti", "C", "O", "C", "C", "O", "C", "C", "O", "C", "H", "H", "H", "H", "H", "H", "H", "H", "H", "H", "H", "H", "H", "H", "Cl", "C", "C", "C", "C", "O", "C", "C", "O", "C", "H", "H", "H", "H"], "xyz": [[0.624, 0.349, 0.003], [0.265, -0.222, -3.066], [1.245, 0.150, -2.076], [2.552, -0.366, -2.328], [3.436, 0.162, -1.227], [2.740, -0.136, 0.000], [3.441, 0.157, 1.226], [2.555, -0.364, 2.329], [1.250, 0.161, 2.078], [0.269, -0.198, 3.071], [0.574, 0.163, -4.036], [-0.676, 0.232, -2.767], [0.161, -1.307, -3.095], [2.909, -0.024, -3.301], [2.523, -1.459, -2.316], [3.573, 1.243, -1.306], [4.408, -0.331, -1.227], [3.588, 1.237, 1.305], [4.409, -0.345, 1.225], [2.915, -0.023, 3.301], [2.517, -1.457, 2.320], [0.580, 0.193, 4.039], [0.160, -1.282, 3.109], [-0.670, 0.259, 2.769], [-6.610, 0.425, 0.007], [-4.905, 0.106, 0.000], [-4.464, -1.224, -0.015], [-3.112, -1.485, -0.020], [-2.184, -0.445, -0.012], [-0.868, -0.735, -0.018], [-2.621, 0.907, 0.003], [-1.734, 2.002, 0.014], [-0.417, 1.853, 0.008], [-4.020, 1.147, 0.009], [-5.185, -2.029, -0.021], [-2.745, -2.503, -0.031], [-2.099, 3.021, 0.025], [-4.383, 2.166, 0.020]], "atomic_forces_ev_per_a": [[0.37, -0.82, -0.04], [0.12, 0.04, 0.06], [0.01, 0.16, -0.33], [-0.09, -0.01, 0.01], [-0.02, 0.00, 0.08], [0.11, 0.03, 0.01], [-0.02, -0.01, -0.08], [-0.08, 0.00, -0.01], [0.00, 0.16, 0.33], [0.12, 0.04, -0.06], [-0.01, -0.01, -0.02], [0.01, 0.00, 0.00], [-0.01, -0.01, 0.00], [0.01, -0.01, -0.01], [0.00, -0.01, 0.00], [0.01, 0.00, 0.00], [0.00, -0.02, -0.02], [0.01, 0.00, 0.00], [0.00, -0.01, 0.02], [0.01, -0.01, 0.01], [0.00, -0.01, 0.00], [-0.01, -0.01, 0.02], [-0.01, -0.01, 0.00], [0.01, 0.00, 0.00], [0.01, -0.01, 0.00], [-0.02, 0.33, 0.00], [0.44, -0.16, 0.00], [-0.53, -0.27, -0.01], [1.09, 0.17, 0.00], [-0.94, -0.11, 0.03], [-0.10, -0.16, 0.00], [1.76, -0.17, -0.01], [-2.09, 0.89, 0.03], [-0.10, -0.06, 0.00], [0.00, -0.01, 0.00], [0.00, 0.01, 0.00], [-0.02, 0.04, 0.00], [-0.01, 0.00, 0.00]], "nbo_charge": [1.52, -0.25, -0.56, -0.09, -0.08, -0.57, -0.08, -0.09, -0.56, -0.25, 0.20, 0.22, 0.20, 0.22, 0.20, 0.20, 0.22, 0.20, 0.22, 0.22, 0.20, 0.20, 0.20, 0.22, 0.02, -0.05, -0.20, -0.25, 0.29, -0.73, -0.18, 0.18, -0.67, -0.20, 0.24, 0.23, 0.19, 0.23]}



Entry 4:
{"formula": "C13H18F2N2O2S", "method": "ωB97M-V with the def2-TZVPD basis set", "lumo_energy_ev": 0.61, "orbital_gap_ev": 8.81, "homo_ev": -8.2018, "smiles": "COCCCNC(=S)Nc1ccc(OC(F)F)cc1C", "species": ["C", "H", "O", "C", "C", "H", "C", "N", "C", "N", "C", "C", "C", "C", "C", "C", "C", "H", "H", "H", "H", "O", "C", "F", "F", "H", "H", "H", "H", "S", "H", "H", "H", "H", "H", "H", "H", "H"], "xyz": [[-5.953, -2.577, 0.472], [-6.689, -1.787, 0.275], [-4.695, -2.036, 0.778], [-4.162, -1.252, -0.264], [-2.831, -0.674, 0.200], [-2.198, -1.494, 0.546], [-2.131, 0.099, -0.919], [-0.890, 0.684, -0.477], [-0.811, 1.939, 0.013], [0.382, 2.332, 0.540], [1.569, 1.582, 0.622], [2.153, 1.395, 1.875], [3.315, 0.668, 2.011], [3.908, 0.115, 0.882], [3.359, 0.324, -0.369], [2.194, 1.070, -0.519], [1.677, 1.339, -1.899], [2.511, 1.484, -2.583], [1.051, 2.227, -1.914], [1.085, 0.503, -2.270], [3.825, -0.068, -1.259], [5.072, -0.624, 1.127], [5.719, -1.227, 0.129], [4.950, -2.120, -0.547], [6.171, -0.367, -0.820], [6.586, -1.765, 0.543], [3.773, 0.514, 2.974], [1.680, 1.825, 2.745], [0.337, 3.191, 1.070], [-2.063, 3.016, -0.016], [-0.157, 0.042, -0.209], [-1.919, -0.565, -1.762], [-2.770, 0.916, -1.261], [-3.012, -0.006, 1.043], [-4.015, -1.872, -1.165], [-4.857, -0.439, -0.524], [-6.263, -3.154, 1.340], [-5.901, -3.234, -0.406]], "atomic_forces_ev_per_a": [[-0.05, -0.01, -0.05], [0.00, -0.04, 0.01], [0.21, 0.09, 0.09], [0.22, 0.07, -0.02], [-0.25, -0.02, -0.21], [0.03, -0.03, 0.03], [-0.42, -0.24, 0.02], [0.42, 0.13, 0.34], [0.05, -0.13, -0.04], [0.06, 0.14, 0.09], [0.36, -0.35, 0.01], [-0.04, -0.08, -0.16], [0.24, -0.12, -0.19], [0.00, 0.01, 0.07], [0.10, -0.12, 0.01], [-0.06, 0.12, 0.24], [0.03, 0.01, -0.08], [0.04, 0.02, -0.06], [-0.05, 0.03, -0.06], [-0.06, 0.00, -0.06], [0.07, -0.03, 0.00], [-0.72, 0.58, 0.40], [1.12, -0.89, -0.47], [-0.29, -0.12, 0.09], [0.02, 0.35, 0.02], [-0.35, 0.23, -0.06], [0.05, -0.02, 0.14], [-0.08, 0.00, 0.10], [-0.12, -0.08, -0.20], [-0.57, 0.50, 0.04], [0.03, 0.05, -0.05], [-0.02, 0.05, 0.00], [0.11, -0.14, -0.06], [0.05, 0.03, 0.02], [-0.05, 0.06, 0.05], [0.04, -0.06, -0.01], [-0.08, -0.02, -0.06], [-0.03, 0.00, 0.03]], "nbo_charge": [-0.24, 0.16, -0.54, -0.05, -0.42, 0.20, -0.22, -0.60, 0.29, -0.63, 0.17, -0.22, -0.23, 0.28, -0.26, -0.02, -0.64, 0.22, 0.23, 0.23, 0.24, -0.49, 0.79, -0.35, -0.35, 0.14, 0.23, 0.22, 0.42, -0.28, 0.40, 0.19, 0.24, 0.22, 0.15, 0.17, 0.19, 0.16]}



Entry 5:
{"formula": "C13H18FN3O4", "method": "ωB97M-V with the def2-TZVPD basis set", "lumo_energy_ev": -0.66, "orbital_gap_ev": 10.05, "de_lowest_kcal_mol": 312.7, "homo_ev": -10.7105, "smiles": "CC[C@@H](F)[C@](C#N)(CCOC(C)=O)[C@](N)(C#N)CC(=O)O", "species": ["C", "C", "C", "F", "C", "C", "N", "C", "C", "O", "C", "C", "O", "C", "N", "C", "N", "C", "C", "O", "O", "H", "H", "H", "H", "H", "H", "H", "H", "H", "H", "H", "H", "H", "H", "H", "H", "H", "H"], "xyz": [[2.405, 1.890, 1.522], [0.950, 1.081, 1.357], [0.311, 1.213, -0.153], [1.064, 2.181, -1.035], [0.043, -0.245, -0.897], [-0.746, 0.144, -2.321], [-1.526, 0.516, -3.315], [-0.991, -1.155, -0.009], [-2.445, -0.468, 0.301], [-2.480, 0.433, 1.464], [-3.643, 1.335, 1.168], [-3.517, 2.762, 0.349], [-4.844, 0.856, 1.593], [1.408, -1.030, -1.350], [2.703, -0.348, -0.971], [1.426, -1.128, -3.021], [1.448, -1.183, -4.332], [1.520, -2.587, -0.824], [1.913, -2.743, 0.764], [3.106, -2.368, 1.305], [0.974, -3.379, 1.747], [2.367, 2.977, 1.056], [3.296, 1.256, 1.044], [2.708, 2.027, 2.663], [0.257, 1.533, 2.203], [1.201, -0.042, 1.642], [-0.756, 1.729, -0.006], [-1.225, -2.225, -0.482], [-0.467, -1.317, 1.051], [-3.189, -1.365, 0.559], [-2.934, 0.102, -0.596], [-2.406, 3.163, 0.269], [-3.887, 2.548, -0.764], [-4.240, 3.560, 0.831], [2.850, 0.454, -1.654], [3.457, -1.052, -1.164], [2.430, -3.065, -1.431], [0.582, -3.258, -1.124], [0.877, -2.799, 2.561]], "atomic_forces_ev_per_a": [[0.63, -0.05, 0.08], [1.74, 0.43, 0.67], [-1.10, 0.78, 0.74], [-1.43, -2.62, 1.86], [-0.91, 1.16, -1.75], [-6.17, 2.93, -6.26], [7.41, -3.55, 9.53], [-0.17, 0.24, 1.09], [-1.12, -1.56, -0.61], [-1.78, 2.04, -2.17], [-5.86, -2.95, 2.68], [0.20, -0.66, -0.40], [8.03, 3.55, -2.95], [1.01, -0.77, -1.33], [-0.93, -0.24, -1.69], [-0.28, -0.76, -9.14], [0.00, 0.48, 12.33], [0.36, -1.38, -0.34], [5.24, 1.47, 4.74], [-7.84, -2.20, -4.22], [1.10, 2.30, -2.40], [0.02, -2.44, 0.85], [-2.19, 1.52, 0.84], [-1.00, -0.42, -2.34], [1.04, -1.08, -2.17], [-0.68, 2.31, -0.76], [2.43, -1.26, -0.65], [0.70, 2.61, 0.87], [-1.22, 0.21, -2.39], [1.62, 1.88, -0.61], [1.33, -1.27, 1.20], [-2.40, -0.94, 0.41], [0.75, 0.38, 2.48], [1.57, -1.89, -0.88], [-0.25, -1.21, 1.27], [-0.82, 1.00, 0.35], [-1.89, 1.11, 1.50], [2.02, 1.71, 0.92], [0.84, -0.86, -1.37]], "nbo_charge": [-0.63, -0.46, 0.22, -0.39, -0.14, 0.25, -0.30, -0.45, -0.10, -0.57, 0.78, -0.74, -0.55, 0.12, -0.82, 0.20, -0.28, -0.54, 0.77, -0.55, -0.74, 0.23, 0.24, 0.22, 0.24, 0.22, 0.21, 0.26, 0.25, 0.22, 0.21, 0.24, 0.27, 0.27, 0.40, 0.38, 0.28, 0.27, 0.51]}



Entry 6:
{"formula": "C13H18N6O3S2", "method": "ωB97M-V with the def2-TZVPD basis set", "lumo_energy_ev": 0.35, "orbital_gap_ev": 8.99, "de_lowest_kcal_mol": 1.8, "homo_ev": -8.6465, "smiles": "CCOC(=O)Cc1nnc(NC(=O)[C@H](CC)Sc2nncn2C)s1", "species": ["C", "C", "H", "H", "O", "C", "O", "C", "C", "N", "N", "C", "N", "C", "O", "C", "C", "C", "H", "H", "H", "H", "H", "H", "S", "C", "N", "N", "C", "N", "C", "H", "H", "H", "H", "H", "S", "H", "H", "H", "H", "H"], "xyz": [[-6.344, -1.239, 1.961], [-6.489, -1.298, 0.448], [-7.539, -1.284, 0.150], [-5.999, -2.194, 0.053], [-5.913, -0.144, -0.173], [-4.602, -0.163, -0.396], [-3.873, -1.081, -0.138], [-4.163, 1.138, -1.059], [-2.765, 1.470, -0.701], [-2.409, 2.533, -0.076], [-1.112, 2.624, 0.162], [-0.437, 1.621, -0.276], [0.911, 1.432, -0.187], [1.744, 2.138, 0.636], [1.406, 3.016, 1.385], [3.215, 1.725, 0.509], [3.770, 1.881, -0.903], [5.287, 1.738, -0.941], [5.648, 1.869, -1.957], [5.760, 2.485, -0.307], [5.590, 0.753, -0.594], [3.487, 2.877, -1.252], [3.313, 1.149, -1.571], [3.773, 2.367, 1.199], [3.527, 0.068, 1.239], [2.947, -1.051, 0.046], [2.201, -0.812, -1.007], [2.002, -1.973, -1.648], [2.619, -2.901, -0.987], [3.249, -2.380, 0.105], [4.023, -3.048, 1.110], [4.273, -4.049, 0.762], [3.458, -3.117, 2.041], [4.937, -2.484, 1.302], [2.641, -3.936, -1.253], [1.296, 0.620, -0.702], [-1.431, 0.394, -1.074], [-4.251, 0.991, -2.140], [-4.826, 1.947, -0.755], [-6.843, -2.094, 2.408], [-6.789, -0.325, 2.346], [-5.292, -1.262, 2.235]], "atomic_forces_ev_per_a": [[0.08, 0.13, -0.38], [-0.04, -0.48, 0.27], [0.15, -0.01, -0.01], [-0.15, 0.14, 0.01], [-0.29, 0.25, -0.03], [0.08, 0.37, -0.23], [-0.02, -0.22, 0.06], [-0.17, -0.27, 0.12], [0.53, -0.64, -0.27], [-1.68, 0.07, -0.23], [1.57, 0.55, 0.53], [-0.82, -0.66, -0.60], [0.23, -0.14, -0.19], [0.31, -0.04, 0.13], [0.08, 0.19, 0.16], [-0.04, -0.21, -0.12], [0.26, 0.00, -0.03], [-0.21, 0.00, -0.08], [0.09, 0.02, -0.07], [0.10, 0.07, 0.06], [0.08, -0.05, 0.00], [-0.07, -0.01, -0.01], [-0.01, 0.19, 0.02], [-0.16, -0.08, -0.04], [0.06, 0.15, 0.43], [0.09, -0.05, -0.07], [0.26, 0.39, 0.54], [-0.31, -0.86, -0.74], [0.01, 0.02, 0.02], [-0.34, 0.62, -0.45], [0.23, -0.18, 0.46], [0.02, 0.06, 0.03], [0.05, -0.06, -0.04], [0.00, -0.10, -0.04], [0.04, -0.29, -0.01], [-0.01, 0.31, 0.13], [0.10, 0.89, 0.50], [-0.11, 0.04, 0.03], [0.09, -0.02, -0.07], [-0.06, -0.09, 0.08], [-0.06, 0.05, 0.07], [0.05, -0.03, 0.06]], "nbo_charge": [-0.63, -0.08, 0.19, 0.20, -0.50, 0.81, -0.60, -0.56, 0.04, -0.24, -0.28, 0.24, -0.68, 0.67, -0.54, -0.39, -0.42, -0.61, 0.22, 0.20, 0.21, 0.22, 0.23, 0.26, 0.27, 0.18, -0.38, -0.25, 0.15, -0.36, -0.41, 0.22, 0.22, 0.23, 0.21, 0.45, 0.34, 0.25, 0.27, 0.22, 0.21, 0.22]}



Computed values of calculated total energy (unit: eV) for the preceding records, in sequence: -56462.460, -64548.757, -59642.435, -37118.815, -29139.135, -50526.487.